No. 1
Molecular formula: C24H25N6O9PtSSi
Method: DFT, the ωB97M-V functional and the def2-TZVPD basis

```
67
Properties=species:S:1:pos:R:3:forces:R:3
Pt -0.4403 0.2878 0.7472 -0.873 0.090 0.980
N -2.2196 1.6527 1.0655 -0.132 0.045 -0.167
C -2.5757 2.1032 -0.2803 -0.029 -0.008 0.156
C -1.3409 2.2612 -1.1467 0.173 -0.266 -0.067
O -1.3440 3.0494 -2.0657 0.158 0.046 -0.153
N -0.2822 1.4161 -0.8495 0.069 0.335 -0.151
C 0.7220 1.3287 -1.8881 -0.415 -0.053 -0.248
C 1.8791 0.4384 -1.5758 0.507 -0.371 -0.160
O 2.9708 0.6104 -2.0547 -0.062 -0.006 0.283
O 1.5843 -0.6287 -0.8024 0.018 0.400 -0.156
H -2.9503 1.1664 1.5792 -0.028 0.008 -0.039
H -1.8519 2.4044 1.6354 -0.131 0.003 0.112
H -3.1145 3.0482 -0.2936 -0.031 0.055 0.058
H -3.2013 1.3482 -0.7590 0.009 -0.081 0.023
H 1.0855 2.3184 -2.1474 0.135 0.049 -0.020
H 0.2613 0.9025 -2.7877 -0.042 0.010 -0.111
O -3.5428 -1.0663 2.3983 0.016 0.116 0.119
C -2.7556 -1.3336 1.5123 -0.097 -0.061 0.054
O -1.4453 -1.2038 1.6824 0.029 -0.564 -0.744
C -3.2759 -1.8610 0.1896 0.291 0.063 0.015
C -2.6542 -1.6042 -1.0211 -0.021 -0.095 0.270
C -3.2065 -2.0789 -2.2284 -0.098 -0.045 0.136
C -4.3948 -2.8281 -2.1921 -0.102 -0.117 -0.177
C -4.9745 -3.0706 -0.9743 0.044 0.035 0.084
C -4.4544 -2.6029 0.2320 -0.269 -0.096 0.172
N -6.2179 -3.8709 -0.9403 0.115 0.079 0.097
O -6.7020 -4.1175 0.1487 -0.004 0.005 0.117
O -6.7004 -4.2450 -1.9897 0.012 -0.005 -0.175
N -2.5731 -1.8186 -3.4193 0.450 0.311 -0.275
O -3.0677 -2.2544 -4.5018 0.109 0.085 0.234
O -1.4901 -1.1268 -3.3764 -0.342 -0.185 -0.094
H -1.7283 -1.0633 -1.1046 0.224 0.102 0.026
H -4.8236 -3.2090 -3.1043 0.027 0.024 -0.038
H -4.9521 -2.8106 1.1657 0.017 0.047 -0.016
C 1.5693 -2.6877 0.9331 -0.137 -0.159 0.176
Si 2.7167 -1.4308 0.2013 -0.188 -0.013 0.230
C 3.3608 -0.0881 1.3052 0.182 0.226 -0.059
C 4.1278 -2.3307 -0.6110 0.078 -0.073 -0.137
C 5.4473 -2.0180 -0.2771 0.013 -0.072 -0.063
C 6.5022 -2.8277 -0.6842 -0.054 0.020 0.019
C 6.2517 -3.9622 -1.4428 -0.005 0.042 0.008
C 4.9475 -4.2769 -1.8055 0.013 0.000 -0.008
C 3.8992 -3.4701 -1.3894 0.003 0.014 -0.004
H 2.1000 -3.5085 1.4257 0.010 0.021 -0.139
H 0.9391 -3.1010 0.1412 0.071 -0.092 -0.016
H 0.9148 -2.2305 1.6800 0.038 -0.137 -0.352
H 3.8534 -0.4660 2.2049 -0.013 0.025 -0.122
H 2.5260 0.5387 1.6277 0.100 -0.057 0.013
H 4.0587 0.5457 0.7516 0.062 -0.036 -0.002
H 5.6564 -1.1354 0.3167 0.009 -0.036 0.003
H 7.5168 -2.5785 -0.3962 -0.018 0.006 -0.036
H 7.0710 -4.6018 -1.7497 -0.026 0.020 -0.005
H 4.7485 -5.1612 -2.3990 -0.002 0.038 -0.007
H 2.8847 -3.7349 -1.6702 0.027 -0.015 0.026
C 0.5251 -0.8803 7.4741 -0.012 0.009 -0.060
C 0.8879 -0.9416 6.0190 -0.061 0.115 0.025
C 1.6549 -1.9723 5.4915 0.052 -0.071 -0.012
C 1.9196 -1.9207 4.1361 -0.004 0.140 0.011
N 1.4708 -0.9479 3.3498 -0.331 0.107 0.598
C 0.7166 -0.0193 3.9466 0.175 -0.119 -0.083
S 0.0697 1.2897 2.9758 0.290 0.201 -0.177
N 0.4183 0.0353 5.2437 0.030 -0.061 0.054
H 1.1548 -1.5386 8.0723 -0.026 0.019 -0.012
H -0.5170 -1.1828 7.5985 0.028 0.006 0.007
H 0.6126 0.1448 7.8329 0.007 -0.034 -0.005
H 2.0278 -2.7770 6.1109 0.000 0.034 -0.017
H 2.5295 -2.6799 3.6553 -0.040 -0.023 -0.001
```
Forces are in eV/Å.

## Properties
2S+1 = 5
Charge = -1
LUMO (alpha / beta) = 0.077 / -0.013 hartree
E = -74618.550 eV
ΔE to the lowest compared entry with this formula, charge and spin = 0.0000 eV
Gap between HOMO and LUMO (alpha / beta) = 4.99 / 5.59 eV

=====

No. 2
Molecular formula: C24H25NO2
Method: DFT, the ωB97M-V functional and the def2-TZVPD basis

```
52
Properties=species:S:1:pos:R:3:forces:R:3
C 1.6387 1.9657 -2.3410 -0.141 -0.057 0.113
C 0.7206 1.6683 -1.1880 0.055 -0.017 -0.126
C 0.7654 2.4274 -0.0298 -0.153 -0.059 -0.053
C -0.0704 2.1497 1.0361 -0.028 0.071 0.109
C -0.9668 1.1019 0.9495 0.150 0.030 -0.098
C -1.0447 0.3241 -0.1968 0.129 -0.004 -0.449
C -2.0318 -0.8202 -0.2907 0.005 -0.022 0.072
C -1.6002 -2.0029 0.5966 -0.129 -0.136 -0.296
C -0.4363 -2.7410 -0.0444 -0.142 0.235 0.418
O -0.5501 -3.8234 -0.5801 -0.171 -0.327 -0.231
N 0.7415 -2.0847 0.0470 0.432 0.183 0.077
C 1.9439 -2.5477 -0.5992 0.097 -0.293 -0.005
C 3.1592 -2.3737 0.3198 -0.202 0.043 -0.218
C 3.4093 -0.9168 0.5885 0.062 -0.121 0.070
C 4.1355 -0.1503 -0.3145 -0.008 0.002 -0.021
C 4.3480 1.1974 -0.0873 0.042 0.060 -0.065
C 3.8305 1.7998 1.0465 0.053 0.073 0.077
C 3.0952 1.0491 1.9467 0.046 0.065 0.063
C 2.8855 -0.2990 1.7174 0.038 0.000 0.043
C -3.4096 -0.2917 0.0369 -0.102 -0.097 -0.067
C -4.0940 0.4152 -0.9462 -0.028 -0.020 0.017
C -5.3405 0.9565 -0.6953 -0.010 0.045 -0.082
C -5.9259 0.8007 0.5501 -0.087 0.027 0.073
C -5.2534 0.1019 1.5360 -0.104 0.053 0.088
C -4.0036 -0.4385 1.2828 0.061 -0.061 -0.063
C -0.1975 0.6168 -1.2698 -0.025 0.286 0.438
O -0.2907 -0.1581 -2.3889 0.052 -0.043 -0.117
H 2.2785 1.1094 -2.5630 0.083 -0.030 -0.072
H 2.2826 2.8049 -2.0940 0.071 0.038 -0.045
H 1.0758 2.2268 -3.2395 0.019 0.023 -0.106
H 1.4639 3.2480 0.0329 0.094 0.074 -0.013
H -0.0260 2.7530 1.9297 0.004 0.062 0.104
H -1.6297 0.8881 1.7743 -0.101 -0.016 0.099
H -2.0420 -1.1707 -1.3275 -0.067 0.017 0.143
H -1.3113 -1.6538 1.5894 -0.058 0.009 0.055
H -2.4287 -2.7069 0.6839 0.109 -0.020 0.043
H 0.7622 -1.1509 0.4289 -0.142 -0.046 -0.004
H 2.1086 -1.9941 -1.5331 0.011 -0.095 0.017
H 1.7850 -3.6008 -0.8423 0.053 0.143 -0.033
H 2.9740 -2.9038 1.2551 0.032 -0.049 -0.016
H 4.0283 -2.8196 -0.1665 0.023 -0.019 0.033
H 4.5490 -0.6195 -1.1967 0.055 -0.060 -0.092
H 4.9248 1.7775 -0.7932 0.058 0.049 -0.057
H 4.0051 2.8495 1.2308 0.011 0.100 0.014
H 2.6873 1.5130 2.8324 -0.047 0.045 0.074
H 2.3221 -0.8834 2.4315 -0.051 -0.083 0.073
H -3.6394 0.5378 -1.9190 0.066 0.010 -0.118
H -5.8583 1.4993 -1.4727 -0.038 0.036 -0.064
H -6.9009 1.2202 0.7495 -0.074 0.027 0.016
H -5.7028 -0.0251 2.5105 -0.035 -0.011 0.069
H -3.5005 -0.9825 2.0680 0.076 -0.089 0.070
H 0.3346 0.1572 -3.0512 -0.044 -0.032 0.042
```
Forces are in eV/Å.

## Properties
Structure (SMILES) = Cc1cccc([C@@H](CC(=O)NCCc2ccccc2)c2ccccc2)c1O
LUMO = 0.022 hartree
E = -30880.273 eV
ΔE to the lowest compared entry with this formula, charge and spin = 0.0000 eV
Gap between HOMO and LUMO = 9.13 eV

=====

No. 3
Molecular formula: C24H26AuBN6Te
Method: DFT, the ωB97M-V functional and the def2-TZVPD basis

```
59
Properties=species:S:1:pos:R:3:forces:R:3
Au 0.6341 0.6612 0.3258 -0.087 0.016 0.095
C 4.1622 -0.2333 -2.0519 -0.006 -0.033 -0.017
C 2.8073 -0.3771 -1.7597 -0.071 -0.029 0.005
N 2.4951 0.3531 -0.6948 0.180 -0.064 0.117
N 3.6189 0.9660 -0.2723 -0.039 0.042 -0.125
C 4.6331 0.6281 -1.0810 -0.005 0.002 0.061
B 3.6698 1.8941 0.9716 -0.007 -0.069 0.072
N 3.4766 1.0926 2.2629 -0.003 0.031 -0.037
C 4.3727 0.8717 3.2449 0.010 0.005 0.040
C 3.7678 0.0974 4.2100 0.032 0.011 -0.011
C 2.4712 -0.1096 3.7154 0.000 0.020 -0.016
N 2.3055 0.4908 2.5458 -0.032 -0.026 -0.014
N 2.5680 2.9728 0.8241 -0.018 0.035 -0.115
C 2.7249 4.3012 0.9106 0.014 -0.031 0.027
C 1.5004 4.9088 0.7204 -0.012 0.008 0.021
C 0.6184 3.8495 0.5156 -0.053 0.002 -0.017
N 1.2706 2.6938 0.5756 0.075 0.058 0.115
H 4.7163 -0.6923 -2.8510 -0.002 0.003 0.003
H 2.0493 -0.9674 -2.2477 -0.013 -0.008 -0.004
H 5.6201 1.0194 -0.9018 -0.008 0.011 -0.005
H 4.7404 2.4354 0.9914 0.007 0.004 -0.001
H 5.3662 1.2844 3.1858 -0.003 0.000 0.004
H 4.1940 -0.2579 5.1318 0.003 0.000 -0.003
H 1.6553 -0.6581 4.1605 -0.005 0.002 -0.005
H 3.6983 4.7180 1.1062 -0.002 -0.005 -0.006
H 1.2770 5.9604 0.7329 0.000 -0.004 -0.006
H -0.4442 3.8601 0.3412 -0.036 -0.025 -0.001
C -5.5075 -1.7010 -3.0691 0.011 -0.001 0.002
C -4.5947 -1.0833 -2.0445 -0.027 -0.043 -0.023
C -4.3381 -1.7133 -0.8358 0.002 -0.006 0.042
C -3.5024 -1.1558 0.1263 -0.046 0.060 -0.059
C -3.2606 -1.9361 1.3885 -0.014 0.015 0.045
C -2.9001 0.0868 -0.1335 -0.149 0.040 0.061
Te -1.7037 0.9798 1.3796 0.050 -0.007 -0.084
C -3.1362 0.7350 -1.3554 0.034 -0.042 0.030
C -2.5095 2.0455 -1.7564 -0.042 0.001 0.015
C -3.9807 0.1341 -2.2856 0.054 0.021 -0.032
H -5.8935 -2.6602 -2.7263 0.001 0.001 0.001
H -4.9839 -1.8643 -4.0127 -0.001 0.003 0.001
H -6.3578 -1.0493 -3.2772 0.000 0.000 0.001
H -4.7980 -2.6744 -0.6320 0.000 0.003 -0.001
H -3.8562 -2.8485 1.3855 0.006 -0.004 0.005
H -3.5177 -1.3588 2.2770 -0.009 -0.009 0.003
H -2.2089 -2.2111 1.4808 0.032 0.014 -0.016
H -1.7173 2.3411 -1.0780 0.064 0.033 0.008
H -3.2563 2.8428 -1.7683 0.004 -0.002 0.011
H -2.0929 1.9691 -2.7623 -0.013 0.013 -0.002
H -4.1552 0.6397 -3.2309 0.001 -0.002 0.007
C -0.3278 -3.9826 -0.3393 0.007 -0.019 0.024
C -0.7695 -3.0508 -1.2652 0.002 0.028 -0.040
C -0.5566 -1.6932 -1.0501 0.020 -0.046 0.005
C 0.0966 -1.2659 0.0986 0.034 -0.050 -0.125
C 0.5353 -2.2002 1.0328 0.026 0.058 -0.061
C 0.3275 -3.5545 0.8078 -0.022 -0.009 0.017
H -0.4960 -5.0386 -0.5081 0.001 0.000 0.004
H -1.2909 -3.3751 -2.1576 0.004 0.009 -0.003
H -0.9313 -0.9730 -1.7678 0.020 -0.030 -0.016
H 1.0423 -1.8701 1.9296 0.030 0.004 0.002
H 0.6727 -4.2768 1.5374 -0.001 0.010 -0.001
```
Forces are in eV/Å.

## Properties
LUMO = -0.001 hartree
E = -45914.312 eV
ΔE to the lowest compared entry with this formula, charge and spin = 0.0000 eV
Gap between HOMO and LUMO = 7.54 eV

=====

No. 4
Molecular formula: C24H26BIrN6OS4
Method: DFT, the ωB97M-V functional and the def2-TZVPD basis

```
63
Properties=species:S:1:pos:R:3:forces:R:3
Ir 1.6084 -0.7134 -0.1591 -1.221 -0.879 2.790
C -1.5611 0.5768 2.8690 0.125 -0.065 0.162
C -0.9149 -0.3519 1.8775 -0.241 -0.065 -0.051
N 0.3753 -0.2387 1.6696 1.509 0.112 -2.094
N 1.0213 0.5901 2.5230 0.022 0.525 0.497
C 2.2987 0.6201 2.5092 -0.430 0.112 0.265
S 3.3103 -0.3320 1.4663 -0.792 -0.351 -2.103
S 3.1753 1.6210 3.6366 0.133 0.099 0.217
C 1.9160 2.9072 4.0350 0.228 -0.229 -0.327
C 1.9933 3.9892 2.9974 -0.027 0.053 0.043
C 1.2618 3.8988 1.8161 -0.061 0.029 0.025
C 1.4276 4.8429 0.8144 0.032 -0.052 -0.019
C 2.3252 5.8868 0.9820 0.019 0.030 -0.044
C 3.0365 5.9993 2.1675 0.041 -0.021 0.018
C 2.8737 5.0534 3.1671 -0.084 -0.018 0.012
C -1.7337 -1.3253 1.2138 0.113 -0.147 -0.435
C -2.9723 -1.6934 1.7869 -0.189 -0.008 0.031
C -3.8306 -2.5626 1.1714 -0.039 0.004 0.158
C -3.4922 -3.0922 -0.0829 0.099 0.084 -0.006
C -2.2839 -2.7975 -0.6534 0.157 0.057 -0.048
C -1.3451 -1.9508 -0.0067 -0.332 0.438 0.604
O -0.2070 -1.7695 -0.5809 1.422 0.011 -1.107
H -1.0970 1.5580 2.8039 0.024 -0.043 0.044
H -1.4076 0.2104 3.8862 -0.016 0.075 0.029
H -2.6241 0.6715 2.6785 -0.021 -0.081 -0.009
H 2.1834 3.2605 5.0284 -0.027 -0.004 0.017
H 0.9577 2.3993 4.0579 -0.068 0.070 0.132
H 0.5633 3.0820 1.6744 0.024 -0.017 0.017
H 0.8656 4.7522 -0.1068 -0.008 0.026 -0.004
H 2.4781 6.6061 0.1886 -0.046 0.034 0.017
H 3.7314 6.8158 2.3109 -0.008 0.014 -0.013
H 3.4367 5.1369 4.0892 0.032 0.004 -0.011
H -3.2343 -1.3203 2.7670 -0.026 0.076 -0.033
H -4.7528 -2.8478 1.6574 -0.017 0.024 -0.027
H -4.1906 -3.7370 -0.6008 0.036 -0.061 0.013
H -1.9869 -3.2138 -1.6068 -0.023 -0.001 -0.025
C 1.6138 -5.2955 -0.9421 0.152 -0.137 0.231
N 1.1521 -4.3958 -1.9827 0.011 0.387 -0.090
C 0.1527 -4.6317 -2.8872 -0.128 -0.011 -0.123
C 0.0008 -3.4911 -3.6070 -0.043 -0.122 -0.067
N 0.8890 -2.5589 -3.1461 0.276 -0.157 0.226
B 0.9751 -1.0652 -3.6093 0.041 -0.021 -0.035
N -0.3191 -0.3283 -3.0980 -0.033 0.334 -0.006
C -1.5813 -0.5077 -3.5930 -0.096 0.011 -0.013
C -2.4187 0.3687 -2.9835 -0.058 -0.048 -0.058
N -1.6575 1.0910 -2.1035 0.177 -0.277 -0.141
C -2.1148 2.1930 -1.2776 -0.003 0.194 0.190
C -0.3822 0.6456 -2.1859 -0.423 0.097 -0.018
S 0.8955 1.3278 -1.2449 0.842 -1.483 0.865
C 1.5868 -3.1284 -2.1562 -0.305 -0.309 -0.271
S 2.8969 -2.4726 -1.2496 -0.646 1.814 1.024
H 1.0689 -6.2325 -1.0100 -0.034 0.033 -0.068
H 1.4427 -4.8460 0.0353 -0.048 -0.002 -0.032
H 2.6789 -5.4908 -1.0486 -0.023 -0.014 -0.061
H -0.3626 -5.5733 -2.9537 0.063 -0.036 0.028
H -0.6565 -3.2912 -4.4332 0.000 0.007 -0.015
H 0.9803 -1.0206 -4.8036 -0.077 -0.057 -0.108
H 1.9204 -0.5582 -3.0920 0.044 0.038 -0.116
H -1.7956 -1.2279 -4.3605 0.008 0.000 -0.023
H -3.4744 0.5312 -3.1075 0.008 0.061 0.012
H -3.1867 2.3114 -1.4073 0.002 -0.062 -0.023
H -1.6172 3.1158 -1.5712 -0.034 -0.011 -0.023
H -1.8928 1.9996 -0.2292 -0.012 -0.062 -0.023
```
Forces are in eV/Å.

## Properties
2S+1 = 2
Charge = +1
LUMO (alpha / beta) = -0.190 / -0.204 hartree
E = -83149.735 eV
ΔE to the lowest compared entry with this formula, charge and spin = 0.2754 eV
Gap between HOMO and LUMO (alpha / beta) = 5.43 / 5.02 eV